The following is a DFT calculation (ωB97M-V with the def2-TZVPD basis set) of C29H35AsNO11S3Ti as an isolated structure.

```
81
Properties=species:S:1:pos:R:3:lowdin_charge:R:1
As 0.06 -2.20 2.19 0.995
Ti 0.04 0.16 -0.16 1.096
S -2.33 -0.11 1.72 0.537
S -1.19 2.38 -2.54 1.137
S -0.91 -2.69 -1.76 1.122
O -1.96 -1.39 1.09 -0.388
O -3.68 0.31 1.58 -0.239
O -1.34 0.91 1.27 -0.363
O -0.25 -3.60 1.45 -0.403
O -0.78 1.30 -1.53 -0.580
O -0.72 -1.24 -1.28 -0.609
O 1.16 1.61 0.48 -0.148
O 0.73 -0.96 1.16 -0.518
O 2.51 0.63 -1.79 0.006
O 1.58 -2.44 3.11 -0.258
O 0.50 3.30 1.80 0.136
N 2.76 0.53 2.33 0.097
C -2.28 -0.17 5.76 -0.045
C -1.94 -0.44 3.41 -0.258
C -0.57 -1.68 4.95 -0.070
C -1.27 -1.09 6.00 -0.053
C 1.84 -0.26 -1.31 -0.412
C 3.52 2.82 2.38 -0.095
C -1.30 -2.40 -3.52 -0.264
C 2.27 1.94 2.57 -0.130
C 2.47 3.73 -3.58 -0.049
C 4.70 1.85 2.32 -0.141
C -4.74 -2.96 -0.49 -0.046
C -1.35 1.46 -4.12 -0.274
C 0.19 4.65 -2.28 -0.068
C 2.43 5.02 -3.07 -0.053
C -2.47 -4.56 -0.69 -0.080
C 0.25 3.37 -2.81 -0.385
C -0.91 -1.36 3.65 -0.223
C 1.38 2.89 -3.46 -0.071
C -3.65 -5.09 -0.20 -0.052
C -4.78 -4.30 -0.11 -0.050
C 2.28 -1.70 -1.52 -0.057
C -3.58 -2.42 -1.00 -0.071
C -2.46 -3.24 -1.11 -0.403
C 4.08 0.63 1.65 -0.097
C -0.78 0.04 -4.10 -0.220
C -1.86 -1.00 -3.81 -0.216
C 1.29 5.48 -2.42 -0.056
C -2.62 0.16 4.45 -0.027
C 1.18 2.34 1.56 -0.562
H 1.90 -3.33 2.91 0.052
H 5.05 1.59 3.32 0.122
H -0.37 -2.58 -4.06 0.095
H -3.68 -6.12 0.13 0.114
H -0.70 4.99 -1.77 0.116
H 1.43 1.88 -3.84 0.108
H 3.28 5.67 -3.17 0.113
H -0.32 -0.16 -5.07 0.130
H 0.02 -0.03 -3.36 0.081
H -2.43 1.44 -4.30 0.094
H -0.90 2.10 -4.88 0.098
H 2.86 0.04 3.22 0.172
H 2.07 -0.03 1.78 0.103
H 1.81 -2.07 -2.44 0.067
H -2.00 -3.19 -3.79 0.104
H -1.02 -1.35 7.02 0.113
H 3.44 3.37 1.44 0.131
H -3.52 -1.37 -1.24 0.111
H 3.87 0.81 0.59 0.128
H 1.26 6.49 -2.01 0.114
H 4.63 -0.30 1.76 0.138
H -2.47 -0.66 -2.97 0.096
H 1.86 2.00 3.57 0.165
H 3.36 -1.74 -1.67 0.087
H -2.53 -1.08 -4.66 0.130
H -2.81 0.28 6.58 0.116
H 3.37 3.38 -4.08 0.117
H -1.56 -5.15 -0.72 0.113
H -5.70 -4.71 0.29 0.113
H -5.62 -2.33 -0.38 0.117
H 1.97 -2.35 -0.71 0.062
H -3.41 0.86 4.23 0.126
H 3.61 3.55 3.18 0.127
H 5.54 2.24 1.75 0.125
H 0.22 -2.38 5.15 0.106
```

ΔE to the lowest compared entry with this formula, charge and spin = 1.199 eV
2S+1 = 1
LUMO = -2.548 eV
Charge = +1
Frontier orbital gap = 7.845 eV

---

The following is a DFT calculation (ωB97M-V with the def2-TZVPD basis set) of C46H66BN7P3S2SiZr as an isolated structure.

```
127
Properties=species:S:1:pos:R:3:lowdin_charge:R:1
Zr 0.14 -0.47 0.15 0.850
S -2.10 -1.70 0.52 0.637
S 1.20 -2.36 1.70 0.614
P -1.77 0.53 -2.20 1.046
P 3.31 0.03 0.20 1.057
P -0.64 1.32 2.27 1.008
Si 0.64 2.07 -0.54 0.588
N 1.75 -2.48 4.37 -0.132
N -1.31 -4.24 -0.21 -0.096
N -1.56 -3.99 1.93 -0.019
N -0.30 -3.09 3.95 0.019
N 1.81 -1.46 -3.79 0.160
N 3.87 -1.00 -5.09 0.166
N 0.79 -1.35 -1.61 -0.059
C 4.58 1.08 1.14 -0.510
C -1.59 5.14 -2.31 -0.056
C 1.60 4.40 0.85 -0.126
C 0.73 3.58 3.34 -0.084
C 1.20 -2.87 5.57 -0.039
C -1.28 -3.99 -1.65 -0.013
C 3.08 -1.93 4.23 -0.023
C 4.39 1.07 -2.19 -0.105
C 2.92 -1.19 -4.46 -0.335
C -2.29 1.91 1.56 -0.519
C 3.49 2.89 -3.46 -0.056
C 0.42 2.81 2.22 -0.377
C 1.87 5.19 1.96 -0.059
C 0.89 3.20 0.96 -0.325
C 0.05 1.02 -4.27 -0.117
C -0.07 -3.24 5.30 -0.045
C -1.15 0.13 -3.93 -0.514
C 4.04 -2.20 -1.48 -0.112
C -4.35 0.67 -1.12 -0.114
C -2.67 3.09 -2.93 -0.085
C -3.47 1.12 2.12 -0.128
C 1.45 4.76 3.21 -0.056
C -3.84 -1.35 -2.51 -0.125
C -1.00 0.93 4.04 -0.518
C 4.41 -1.43 -0.22 -0.528
C 3.95 2.32 1.76 -0.108
C 3.30 1.08 -1.33 -0.385
C 0.82 -2.61 3.38 -0.634
C -0.68 3.00 -1.54 -0.296
C -1.72 2.35 -2.22 -0.391
C -2.60 4.48 -2.98 -0.057
C 1.38 -1.35 -2.66 -0.361
C -2.18 0.25 -5.06 -0.096
C -1.04 -5.46 0.37 -0.022
C 4.57 -2.46 0.91 -0.140
C 2.39 2.91 -2.61 -0.107
C 0.27 0.45 4.73 -0.106
C 4.49 1.96 -3.26 -0.063
C -2.52 3.42 1.70 -0.076
C 2.25 2.02 -1.54 -0.305
C -0.65 4.41 -1.59 -0.097
C -1.73 1.96 4.91 -0.085
C -1.64 -3.36 0.76 -0.690
C -3.58 0.15 -2.32 -0.547
C -1.19 -5.30 1.70 -0.031
C 5.44 0.38 2.19 -0.103
B -1.74 -3.36 3.35 -0.413
H 0.56 0.62 -5.15 0.088
H 3.06 -2.67 -1.38 0.064
H 3.82 -2.62 4.62 0.109
H 3.55 3.59 -4.28 0.112
H 3.21 2.06 2.52 0.080
H 4.06 -1.57 -2.37 0.033
H -1.84 4.00 1.07 0.067
H -2.39 3.76 2.73 0.076
H -3.20 -1.80 -3.27 0.062
H 0.43 3.28 4.33 0.072
H -2.04 -4.59 -2.14 0.105
H 4.72 2.93 2.23 0.093
H 0.77 -0.31 4.13 0.037
H -0.84 -3.63 5.96 0.127
H 5.39 -0.96 -0.38 0.098
H 5.41 -3.11 0.65 0.092
H 1.60 3.63 -2.80 0.095
H 3.15 -0.98 4.77 0.098
H -4.88 -1.49 -2.84 0.091
H -3.71 -1.89 -1.58 0.020
H 4.77 -2.99 -1.64 0.096
H -1.53 6.22 -2.32 0.112
H -3.48 2.60 -3.45 0.098
H 0.99 1.26 4.89 0.076
H -1.68 -0.01 -6.00 0.092
H -3.69 1.37 3.15 0.065
H -1.95 1.48 5.87 0.092
H -2.35 -2.32 3.28 0.056
H -1.13 2.84 5.13 0.062
H -5.42 0.50 -1.26 0.096
H 4.78 -2.04 1.89 0.030
H -0.77 -6.32 -0.21 0.131
H 0.78 1.08 -3.47 0.036
H -1.06 -6.00 2.51 0.133
H -0.28 2.03 -4.49 0.090
H -1.48 -2.94 -1.83 0.030
H -3.92 0.67 -3.22 0.080
H 4.85 -0.03 3.01 0.063
H -2.26 -4.19 4.06 0.081
H -3.04 -0.40 -4.95 0.063
H -0.81 -0.91 -3.88 0.080
H 2.43 6.11 1.85 0.113
H 0.11 4.95 -1.05 0.085
H -4.06 0.13 -0.22 0.022
H 0.03 0.02 5.70 0.090
H 3.27 -1.75 3.17 0.016
H -3.34 0.04 2.06 0.017
H 6.11 1.12 2.63 0.087
H -4.21 1.74 -0.95 0.073
H -1.66 0.06 3.92 0.092
H 6.07 -0.41 1.78 0.068
H 1.69 5.34 4.09 0.112
H -4.37 1.37 1.55 0.076
H -3.54 3.65 1.39 0.089
H -2.67 2.31 4.49 0.055
H 3.46 2.92 1.01 0.047
H -0.30 -4.24 -2.04 0.098
H 1.76 -2.84 6.49 0.133
H 5.33 1.90 -3.93 0.114
H -3.34 5.03 -3.54 0.112
H 3.68 -3.08 0.99 0.025
H 2.00 4.69 -0.11 0.107
H 5.20 0.37 -2.04 0.104
H 5.23 1.41 0.34 0.105
H -2.53 1.28 -5.16 0.078
H -2.21 1.69 0.50 0.042
```

ΔE to the lowest compared entry with this formula, charge and spin = 1.004 eV
2S+1 = 1
LUMO = -3.175 eV
Charge = +1
Frontier orbital gap = 7.080 eV

---

> Look up the frontier orbital gap of the first one.

7.845 eV

---

> LUMO of number 2 (C46H66BN7P3S2SiZr)?

-3.175 eV

---

> Look up the 2S+1 of the second one.

1

---

> Among the records above, which one has the lowest LUMO?

C46H66BN7P3S2SiZr